The molecule C3H5NS2 at a distorted geometry. Source: the Open Molecules 2025 dataset; level of theory: ωB97M-V/def2-TZVPD.

Last column: Löwdin charge in e.
Atoms and positions in Å:
C1 -0.4840 0.0115 -0.4155  -0.23
C2 0.4324 -0.9212 0.1615  -0.14
C3 -0.6169 1.3389 -0.2242  -0.03
N1 1.6942 -0.6554 0.6111  -0.35
S1 2.1936 1.5980 -1.4760  0.03
S2 2.7737 0.5912 0.1245  0.34
H1 -1.1432 -0.4650 -1.1591  0.11
H2 0.2478 -1.9160 0.4248  0.10
H3 -1.3971 1.9156 -0.8994  0.11
H4 -0.1389 1.9503 0.4508  0.01
H5 1.9494 -1.3259 1.2524  0.06

Calculated values
* calculated total energy: -26349.900 eV
* energy relative to the best compared isomer or geometry (same formula, charge and spin): 2.833 eV
* spin multiplicity: 1
* highest occupied orbital energy (spin up / spin down): -7.3 / -7.3 eV